A cluster of 2 separate species, C5H5N6S in total in a non-equilibrium geometry, computed with ωB97M-V/def2-TZVPD.

Summary:
LUMO level (spin up / spin down) = -7.566 / -7.622 eV
max |F| = 7.0 eV Å⁻¹
total charge = +1
frontier orbital gap (spin up / spin down) = 6.067 / 6.041 eV

Element x y z (Å)
C -2.11 -1.41 -1.29
C -2.41 -0.84 0.75
C 1.18 0.70 0.38
C 3.21 0.06 -0.10
C -1.17 1.25 0.62
N -2.67 -1.82 -0.07
N -1.50 -0.23 -1.26
N 1.48 -0.45 1.03
N 2.69 -0.79 0.72
N -1.63 0.14 0.10
N 2.23 1.02 -0.41
S 4.85 -0.03 -0.62
H -2.02 -2.01 -2.11
H -2.48 -0.90 1.79
H -0.75 2.07 -0.13
H -1.07 1.39 1.70
H 2.16 1.85 -1.10


A structure of composition C18H28EuN4S2 in a non-equilibrium geometry, computed with ωB97M-V/def2-TZVPD.

Summary:
LUMO level (spin up / spin down) = -12.471 / -10.912 eV
max |F| = 4.9 eV Å⁻¹
2S+1 = 7
⟨S²⟩ = 12.02
total charge = +3
frontier orbital gap (spin up / spin down) = 4.563 / 6.131 eV

Element x y z (Å)
Eu -0.38 1.16 -0.13
S 0.80 -1.58 -0.35
S 1.37 2.42 1.91
C 2.22 -2.37 0.44
C 1.66 -0.92 -1.82
C 2.69 0.18 -1.56
N 2.12 1.48 -1.10
C 3.11 2.31 -0.34
C 2.49 3.21 0.72
H 0.91 -0.60 -2.57
H 2.17 -1.81 -2.21
H 3.24 0.34 -2.50
H 3.40 -0.16 -0.80
H 3.64 2.97 -1.05
H 3.85 1.66 0.12
H 1.91 4.02 0.26
H 3.27 3.64 1.35
C 2.56 1.47 2.91
H 1.86 2.02 -1.93
H 3.03 0.67 2.33
H 2.03 1.04 3.76
H 3.32 2.16 3.29
H 1.80 -3.03 1.21
H 2.84 -1.62 0.94
H 2.79 -2.97 -0.27
C -1.15 2.94 -1.78
C -2.23 2.66 -1.00
H -1.02 2.52 -2.79
H -0.43 3.72 -1.49
H -2.99 1.91 -1.28
H -2.48 3.27 -0.11
N -2.90 -1.97 0.39
C -2.68 -1.62 -0.93
C -3.36 -2.38 -1.91
C -3.30 -1.98 -3.24
C -2.47 -0.91 -3.57
C -1.65 -0.39 -2.57
N -1.84 -0.62 -1.26
C -2.24 -1.62 1.57
C -2.41 -2.48 2.67
C -1.80 -2.17 3.88
C -1.01 -1.01 3.94
C -0.87 -0.22 2.80
N -1.50 -0.50 1.63
H -3.54 -2.75 0.51
H -3.95 -3.23 -1.59
H -3.87 -2.49 -4.02
H -2.44 -0.46 -4.56
H -0.80 0.27 -2.84
H -3.02 -3.37 2.53
H -1.95 -2.79 4.77
H -0.51 -0.71 4.85
H -0.25 0.69 2.79


The ion C4H7N2S2 with charge +1 in a non-equilibrium geometry, computed with ωB97M-V/def2-TZVPD.

Summary:
LUMO level = -5.600 eV
max |F| = 4.2 eV Å⁻¹
total charge = +1
frontier orbital gap = 7.483 eV

Element x y z (Å)
C 0.17 1.18 -0.25
C -0.80 -0.90 -0.35
C 1.45 0.48 -0.44
C 1.37 -0.77 0.42
N -0.86 0.42 -0.06
N 0.31 -1.53 -0.26
S -2.90 1.19 0.17
S -3.96 -0.38 -0.14
H 0.24 2.32 -0.38
H 1.67 0.23 -1.45
H 2.42 1.15 -0.23
H 2.31 -1.49 0.45
H 1.07 -0.64 1.53
H 0.14 -2.50 -0.46
H -2.62 1.22 1.45


A cluster of 22 separate species, C48H138N2O22 in total in a non-equilibrium geometry, computed with ωB97M-V/def2-TZVPD.

Summary:
LUMO level = -0.525 eV
max |F| = 2.2 eV Å⁻¹
total charge = 0
frontier orbital gap = 7.762 eV

Element x y z (Å)
C 3.98 21.75 38.70
C 5.23 22.65 38.59
C 6.45 21.81 38.98
C 6.96 20.93 37.86
C 7.25 21.75 36.63
C 6.02 22.50 36.13
N 5.45 23.24 37.25
O 4.28 23.97 36.78
C 6.51 23.47 35.06
C 5.07 21.49 35.50
C 5.12 23.74 39.60
H 3.67 21.64 39.74
H 4.03 20.80 38.17
H 3.10 22.27 38.26
H 7.26 22.41 39.40
H 6.22 21.13 39.80
H 6.36 20.03 37.72
H 7.91 20.49 38.23
H 7.60 21.12 35.82
H 8.03 22.48 36.86
H 7.37 24.03 35.40
H 6.79 22.91 34.17
H 5.70 24.15 34.77
H 5.55 20.82 34.78
H 4.66 20.80 36.24
H 4.18 21.92 35.02
H 6.03 24.33 39.70
H 4.84 23.39 40.60
H 4.33 24.45 39.33
H 3.70 23.30 36.36
C 10.12 27.70 33.40
C 9.06 27.21 32.46
C 9.36 27.85 31.13
C 8.76 27.15 29.88
C 8.90 25.65 29.90
C 8.54 25.00 31.23
N 9.14 25.79 32.34
O 8.86 25.18 33.62
C 7.01 24.85 31.33
C 9.18 23.60 31.26
C 7.72 27.71 32.93
H 11.11 27.33 33.08
H 10.00 27.28 34.40
H 10.14 28.78 33.46
H 8.85 28.82 31.12
H 10.42 28.04 30.93
H 9.21 27.59 29.00
H 7.69 27.40 29.85
H 9.94 25.44 29.61
H 8.25 25.28 29.11
H 6.50 25.81 31.20
H 6.59 24.13 30.62
H 6.71 24.53 32.33
H 8.99 23.10 30.29
H 10.28 23.63 31.24
H 8.78 22.98 32.06
H 6.88 27.47 32.27
H 7.71 28.80 33.07
H 7.41 27.31 33.90
H 9.46 24.41 33.71
O 5.08 21.58 42.72
H 5.99 21.70 42.40
H 4.96 20.60 42.66
O 10.63 23.92 38.13
H 9.90 24.47 37.75
H 10.43 23.01 37.85
O 10.21 22.86 34.49
H 10.83 22.38 33.93
H 10.36 22.53 35.40
O 6.48 26.18 37.76
H 5.91 25.43 37.48
H 7.36 25.97 37.41
O 9.99 22.92 40.78
H 10.48 22.27 40.25
H 9.78 23.63 40.15
O 9.05 25.95 36.43
H 8.82 25.50 35.58
H 9.97 26.24 36.32
O 4.55 27.26 39.98
H 3.80 26.84 39.50
H 5.34 26.94 39.51
O 7.95 21.71 42.24
H 7.98 21.84 43.21
H 8.80 22.12 41.89
O 10.64 21.13 36.80
H 10.73 20.67 37.65
H 11.10 20.55 36.17
O 8.24 19.15 41.03
H 9.17 18.89 41.15
H 8.14 20.00 41.55
C -1.03 19.43 40.13
C -0.82 20.38 38.98
C 0.12 21.53 39.28
O -0.20 19.67 37.88
H -1.51 18.51 39.80
H -1.67 19.95 40.87
H -0.13 19.23 40.71
H -1.77 20.80 38.63
H -0.15 22.01 40.23
H -0.02 22.32 38.54
H 1.15 21.21 39.34
H -0.69 18.87 37.64
C 10.57 26.45 40.73
C 9.76 26.95 41.92
C 8.61 25.97 42.24
O 10.60 27.06 43.13
H 9.79 26.21 39.99
H 11.08 25.50 40.94
H 11.28 27.16 40.33
H 9.34 27.94 41.73
H 7.93 25.89 41.37
H 8.02 26.28 43.09
H 8.99 24.96 42.46
H 10.96 26.19 43.34
C 8.85 18.33 36.09
C 9.07 18.14 34.59
C 8.91 19.45 33.86
O 10.39 17.66 34.33
H 8.70 19.35 36.43
H 9.59 17.87 36.75
H 7.94 17.78 36.41
H 8.32 17.46 34.17
H 9.51 20.26 34.29
H 7.87 19.80 33.91
H 9.13 19.37 32.79
H 10.47 16.77 34.66
C 3.85 22.90 31.84
C 4.83 22.08 31.03
C 4.61 20.58 31.24
O 4.53 22.43 29.65
H 2.83 22.64 31.58
H 3.97 23.96 31.59
H 3.98 22.77 32.92
H 5.86 22.28 31.36
H 4.55 20.36 32.32
H 5.44 20.01 30.81
H 3.65 20.19 30.88
H 5.07 21.85 29.09
C 1.35 25.04 39.65
C 1.43 26.06 38.55
C 0.99 27.41 39.06
O 2.73 26.11 38.04
H 1.56 24.04 39.30
H 0.33 25.11 40.06
H 2.02 25.28 40.48
H 0.72 25.74 37.79
H 1.39 27.62 40.07
H -0.09 27.44 39.15
H 1.40 28.22 38.45
H 3.01 25.20 37.84
C 2.41 18.12 43.40
C 3.61 17.91 42.47
C 3.31 18.27 41.03
O 4.74 18.69 43.00
H 2.64 17.79 44.42
H 1.54 17.57 43.04
H 2.20 19.19 43.48
H 3.83 16.82 42.52
H 4.21 18.18 40.42
H 2.84 19.25 40.95
H 2.59 17.59 40.56
H 5.55 18.22 42.73
C 1.56 24.05 34.19
C 0.79 24.29 35.50
C -0.69 24.09 35.37
O 1.29 23.32 36.45
H 1.31 23.10 33.73
H 2.63 24.12 34.42
H 1.35 24.83 33.44
H 1.03 25.30 35.84
H -0.91 23.02 35.31
H -1.11 24.55 34.47
H -1.22 24.44 36.26
H 1.00 22.47 36.07
C 6.12 25.69 45.33
C 4.63 25.89 45.00
C 4.40 25.97 43.52
O 3.82 24.88 45.61
H 6.30 25.82 46.40
H 6.63 26.48 44.77
H 6.45 24.69 45.03
H 4.37 26.86 45.43
H 4.86 25.19 42.91
H 4.61 26.96 43.11
H 3.31 25.92 43.38
H 4.24 24.03 45.40
C 0.77 19.76 33.13
C 0.99 19.47 34.60
C 2.47 19.17 34.90
O 0.54 20.59 35.35
H -0.32 19.77 32.98
H 1.20 18.99 32.50
H 1.10 20.77 32.89
H 0.41 18.57 34.85
H 3.09 19.72 34.18
H 2.66 18.10 34.76
H 2.74 19.45 35.91
H 0.25 20.29 36.27
C 7.36 15.77 39.16
C 5.86 15.91 39.38
C 5.23 16.89 38.36
O 5.21 14.60 39.26
H 7.59 15.18 38.26
H 7.78 15.15 39.97
H 7.88 16.72 39.14
H 5.65 16.29 40.38
H 5.57 16.62 37.36
H 5.51 17.92 38.57
H 4.15 16.79 38.47
H 5.50 14.23 38.41


A cluster of 11 separate species, C44H121N11O11 in total in a non-equilibrium geometry, computed with ωB97M-V/def2-TZVPD.

Summary:
LUMO level = 0.506 eV
structure (SMILES) = COC[C@H](C)N.COC[C@H](C)N.COC[C@H](C)N.COC[C@H](C)N.COC[C@H](C)N.COC[C@H](C)N.COC[C@H](C)N.COC[C@H](C)N.COC[C@H](C)N.COC[C@H](C)N.COC[C@H](C)N
max |F| = 2.2 eV Å⁻¹
total charge = 0
frontier orbital gap = 9.443 eV

Element x y z (Å)
C -0.43 2.39 -5.08
O -0.71 3.77 -4.82
C -1.38 3.88 -3.56
C -1.74 5.33 -3.30
C -2.47 5.43 -1.96
N -2.68 5.72 -4.35
H -1.43 1.95 -5.12
H 0.17 1.90 -4.31
H 0.11 2.40 -6.03
H -2.28 3.26 -3.61
H -0.73 3.47 -2.78
H -0.86 5.98 -3.26
H -3.33 4.77 -1.86
H -2.79 6.47 -1.87
H -1.78 5.32 -1.12
H -2.39 5.28 -5.22
H -2.84 6.69 -4.60
C 3.46 -2.73 1.81
O 4.41 -1.97 2.53
C 5.10 -1.01 1.75
C 6.23 -0.48 2.66
C 5.63 0.12 3.95
N 7.14 0.49 2.06
H 3.63 -3.79 2.01
H 3.56 -2.62 0.73
H 2.45 -2.41 2.09
H 5.55 -1.52 0.89
H 4.44 -0.18 1.47
H 6.84 -1.32 3.02
H 5.00 0.98 3.72
H 6.40 0.35 4.68
H 4.98 -0.64 4.39
H 8.04 0.33 2.50
H 6.92 1.47 2.20
C -2.89 -1.26 -3.39
O -3.11 -0.16 -4.24
C -3.80 0.95 -3.66
C -5.26 0.69 -3.30
C -6.19 0.68 -4.52
N -5.71 1.70 -2.35
H -2.05 -1.79 -3.82
H -3.67 -1.96 -3.08
H -2.50 -0.81 -2.47
H -3.33 1.28 -2.73
H -3.70 1.71 -4.44
H -5.27 -0.24 -2.72
H -7.18 0.28 -4.33
H -5.75 -0.03 -5.23
H -6.18 1.63 -5.04
H -5.65 2.61 -2.80
H -5.03 1.76 -1.59
C 0.16 -0.12 3.75
O 0.88 0.54 4.76
C 1.20 -0.34 5.83
C 2.19 0.31 6.82
C 2.50 -0.62 7.98
N 1.60 1.54 7.33
H -0.41 0.60 3.16
H -0.73 -0.62 4.17
H 0.85 -0.67 3.11
H 0.25 -0.59 6.32
H 1.70 -1.21 5.39
H 3.07 0.48 6.18
H 2.86 -1.57 7.60
H 1.58 -0.85 8.54
H 3.20 -0.21 8.71
H 1.09 1.33 8.18
H 0.95 1.94 6.66
C 0.36 2.58 0.21
O 0.00 1.21 0.39
C 0.34 0.50 -0.77
C -0.31 -0.90 -0.78
C -0.09 -1.64 0.52
N 0.13 -1.58 -1.99
H 1.43 2.68 0.01
H 0.26 3.07 1.18
H -0.24 3.08 -0.54
H 0.12 0.99 -1.73
H 1.44 0.40 -0.80
H -1.36 -0.59 -0.85
H -0.28 -2.69 0.30
H -0.81 -1.31 1.26
H 0.89 -1.39 0.94
H 1.09 -1.90 -1.99
H -0.07 -1.03 -2.80
C -3.03 -4.62 -1.67
O -2.76 -6.01 -1.60
C -3.92 -6.81 -1.77
C -3.66 -8.20 -1.21
C -2.36 -8.80 -1.83
N -4.78 -9.09 -1.53
H -2.06 -4.12 -1.53
H -3.67 -4.37 -0.82
H -3.32 -4.26 -2.66
H -4.67 -6.35 -1.11
H -4.38 -6.77 -2.76
H -3.56 -8.09 -0.13
H -2.47 -8.64 -2.91
H -2.17 -9.83 -1.54
H -1.48 -8.17 -1.68
H -4.88 -9.15 -2.54
H -4.45 -10.01 -1.26
C -3.05 -2.57 2.36
O -3.68 -2.92 3.58
C -3.73 -1.95 4.61
C -2.78 -2.24 5.78
C -2.86 -3.71 6.23
N -2.92 -1.29 6.87
H -3.21 -1.52 2.10
H -3.50 -3.22 1.62
H -1.99 -2.85 2.45
H -3.67 -0.92 4.25
H -4.75 -2.09 4.99
H -1.76 -1.98 5.47
H -2.74 -4.44 5.44
H -3.82 -3.85 6.73
H -2.07 -3.88 6.97
H -2.36 -1.57 7.66
H -3.86 -1.20 7.25
C 3.70 -2.30 -2.51
O 2.88 -3.38 -2.10
C 2.83 -4.43 -3.07
C 1.65 -5.30 -2.64
C 1.66 -6.76 -3.11
N 0.39 -4.74 -3.15
H 4.14 -1.79 -1.65
H 3.10 -1.63 -3.14
H 4.56 -2.69 -3.07
H 2.66 -4.06 -4.08
H 3.77 -5.00 -3.10
H 1.75 -5.40 -1.55
H 0.82 -7.34 -2.72
H 2.62 -7.24 -2.88
H 1.49 -6.88 -4.19
H -0.43 -5.01 -2.62
H 0.36 -3.73 -3.01
C -3.27 2.50 1.21
O -4.09 1.54 0.53
C -4.79 0.74 1.45
C -6.14 1.32 1.93
C -6.78 0.46 3.01
N -7.10 1.40 0.81
H -3.89 3.16 1.82
H -2.71 2.98 0.41
H -2.48 2.01 1.79
H -5.01 -0.25 1.02
H -4.12 0.38 2.24
H -6.00 2.38 2.18
H -7.65 0.95 3.44
H -6.11 0.17 3.82
H -7.11 -0.46 2.51
H -7.56 0.50 0.70
H -6.60 1.53 -0.07
C 5.20 8.05 -3.18
O 4.13 7.77 -2.27
C 3.98 6.37 -2.05
C 2.84 6.20 -1.03
C 2.98 7.12 0.18
N 2.68 4.80 -0.60
H 5.07 7.57 -4.15
H 6.16 7.83 -2.74
H 5.03 9.10 -3.41
H 3.62 5.88 -2.96
H 4.94 5.93 -1.76
H 1.87 6.45 -1.47
H 2.99 8.16 -0.12
H 3.96 6.88 0.60
H 2.29 6.98 1.01
H 3.50 4.60 -0.03
H 2.69 4.14 -1.37
C 2.92 1.87 -3.01
O 3.67 2.41 -1.93
C 5.07 2.21 -2.01
C 5.89 3.02 -1.02
C 7.37 2.89 -1.32
N 5.62 2.60 0.35
H 1.85 1.98 -2.88
H 3.10 0.80 -3.07
H 3.28 2.39 -3.90
H 5.24 1.15 -1.79
H 5.41 2.42 -3.04
H 5.69 4.09 -1.06
H 8.00 3.32 -0.55
H 7.64 3.22 -2.32
H 7.71 1.85 -1.20
H 4.63 2.55 0.56
H 6.07 1.72 0.58